{
  "formula": "C46H92O52S7",
  "method": "ωB97M-V/def2-TZVPD",
  "symbols": ["C", "C", "O", "C", "O", "O", "C", "H", "H", "H", "H", "H", "H", "H", "H", "C", "C", "O", "C", "O", "O", "C", "H", "H", "H", "H", "H", "H", "H", "H", "C", "C", "O", "C", "O", "O", "C", "H", "H", "H", "H", "H", "H", "H", "H", "C", "C", "O", "C", "O", "O", "C", "H", "H", "H", "H", "H", "H", "H", "H", "C", "C", "O", "C", "O", "O", "C", "H", "H", "H", "H", "H", "H", "H", "H", "C", "C", "O", "C", "O", "O", "C", "H", "H", "H", "H", "H", "H", "H", "H", "C", "C", "O", "C", "O", "O", "C", "H", "H", "H", "H", "H", "H", "H", "H", "C", "C", "O", "C", "O", "O", "C", "H", "H", "H", "H", "H", "H", "H", "H", "C", "C", "O", "S", "O", "O", "O", "H", "H", "H", "H", "C", "C", "O", "S", "O", "O", "O", "H", "H", "H", "H", "C", "C", "O", "S", "O", "O", "O", "H", "H", "H", "H", "C", "C", "O", "S", "O", "O", "O", "H", "H", "H", "H", "C", "C", "O", "S", "O", "O", "O", "H", "H", "H", "H", "C", "C", "O", "S", "O", "O", "O", "H", "H", "H", "H", "C", "C", "O", "S", "O", "O", "O", "H", "H", "H", "H"],
  "coordinates": [[8.078, 11.591, -35.938], [7.561, 10.142, -36.271], [8.597, 9.266, -36.301], [9.104, 8.649, -35.152], [8.682, 8.799, -34.009], [10.046, 7.730, -35.564], [10.841, 7.206, -34.587], [8.744, 11.796, -36.777], [8.618, 11.910, -35.046], [7.263, 12.302, -36.078], [7.091, 10.096, -37.253], [6.768, 9.907, -35.561], [10.285, 6.873, -33.711], [11.480, 7.990, -34.180], [11.464, 6.375, -34.917], [20.315, 6.452, -23.552], [20.998, 5.775, -24.734], [20.100, 4.873, -25.431], [20.132, 3.543, -25.057], [21.031, 3.005, -24.408], [19.096, 2.916, -25.546], [18.908, 1.475, -25.375], [20.075, 5.632, -22.875], [19.436, 7.028, -23.842], [20.920, 7.152, -22.977], [21.916, 5.206, -24.588], [21.264, 6.551, -25.452], [19.596, 1.060, -26.111], [17.875, 1.139, -25.470], [19.121, 1.087, -24.379], [13.131, 12.176, -29.884], [12.365, 11.996, -28.560], [13.383, 11.968, -27.588], [13.088, 11.747, -26.384], [11.949, 11.795, -25.880], [14.254, 11.471, -25.748], [14.325, 11.539, -24.355], [13.427, 13.198, -30.121], [12.553, 11.899, -30.765], [14.119, 11.723, -29.792], [11.684, 11.148, -28.640], [11.679, 12.835, -28.436], [15.288, 11.927, -24.024], [14.339, 10.611, -23.783], [13.456, 12.038, -23.926], [13.191, 2.932, -12.191], [14.025, 4.178, -12.604], [13.458, 4.813, -13.739], [14.199, 4.946, -14.802], [15.342, 4.464, -14.888], [13.575, 5.722, -15.667], [14.240, 6.270, -16.853], [13.635, 2.526, -11.282], [12.968, 2.253, -13.014], [12.161, 3.220, -11.984], [15.061, 3.844, -12.675], [13.965, 4.876, -11.768], [15.295, 6.507, -16.716], [13.767, 7.199, -17.171], [14.191, 5.574, -17.690], [15.149, 10.533, -38.390], [15.786, 10.675, -39.812], [17.191, 10.458, -39.948], [17.724, 9.202, -40.132], [17.189, 8.149, -40.489], [18.970, 9.324, -39.727], [19.840, 8.150, -39.745], [15.459, 11.309, -37.690], [15.373, 9.551, -37.975], [14.066, 10.432, -38.458], [15.688, 11.695, -40.183], [15.310, 10.020, -40.542], [20.886, 8.441, -39.647], [19.768, 7.633, -40.702], [19.425, 7.603, -38.899], [14.118, 23.104, -40.415], [13.161, 23.063, -39.208], [12.857, 21.750, -38.767], [13.438, 21.305, -37.716], [14.285, 21.858, -37.063], [12.946, 20.106, -37.428], [13.349, 19.437, -36.246], [13.711, 22.398, -41.138], [15.145, 22.832, -40.171], [14.086, 24.099, -40.859], [12.203, 23.570, -39.320], [13.579, 23.649, -38.389], [13.367, 18.351, -36.341], [12.525, 19.513, -35.537], [14.305, 19.786, -35.856], [14.626, 17.441, -20.404], [14.048, 18.365, -19.297], [13.672, 19.638, -19.693], [12.441, 19.843, -20.160], [11.489, 19.090, -20.081], [12.450, 21.149, -20.703], [11.264, 21.566, -21.423], [14.652, 16.489, -19.874], [15.589, 17.816, -20.751], [14.032, 17.323, -21.310], [14.787, 18.369, -18.496], [13.224, 17.875, -18.779], [11.571, 22.383, -22.077], [10.507, 21.900, -20.714], [10.772, 20.866, -22.098], [16.998, 21.124, -30.800], [17.164, 19.614, -30.300], [16.689, 19.412, -28.945], [15.380, 18.982, -28.834], [14.613, 18.767, -29.785], [15.113, 18.982, -27.535], [13.845, 18.632, -27.048], [17.119, 21.850, -29.996], [15.999, 21.283, -31.206], [17.561, 21.362, -31.703], [18.232, 19.408, -30.226], [16.586, 18.967, -30.960], [13.706, 19.047, -26.050], [13.700, 17.561, -26.900], [12.968, 18.937, -27.618], [22.955, 12.495, -30.373], [22.215, 13.806, -30.765], [21.739, 14.289, -29.524], [20.952, 13.062, -28.715], [19.740, 12.608, -29.416], [21.036, 13.409, -27.259], [22.350, 12.109, -29.103], [23.987, 12.802, -30.202], [23.053, 11.677, -31.086], [21.341, 13.576, -31.373], [22.713, 14.694, -31.155], [7.431, 15.244, -23.245], [7.026, 15.015, -24.700], [5.718, 15.643, -24.761], [4.886, 15.507, -23.342], [4.027, 14.324, -23.246], [4.329, 16.765, -22.875], [6.282, 15.252, -22.447], [7.993, 16.176, -23.188], [8.008, 14.371, -22.941], [6.941, 13.962, -24.968], [7.707, 15.479, -25.414], [18.840, 7.275, -30.691], [17.409, 7.712, -30.231], [16.769, 8.041, -31.453], [17.948, 8.486, -32.639], [17.897, 9.922, -32.838], [17.690, 7.554, -33.773], [19.227, 8.005, -31.756], [18.773, 6.222, -30.964], [19.594, 7.458, -29.926], [17.367, 8.496, -29.475], [16.997, 6.837, -29.728], [7.146, 6.974, -22.723], [6.955, 6.833, -21.226], [8.140, 7.039, -20.538], [9.170, 7.885, -21.551], [10.311, 7.146, -22.092], [9.367, 9.285, -21.134], [8.044, 8.042, -22.709], [6.207, 7.287, -23.178], [7.610, 6.152, -23.268], [6.575, 5.862, -20.912], [6.229, 7.548, -20.838], [9.697, 5.102, -28.790], [10.835, 5.870, -28.146], [11.798, 4.939, -27.615], [11.822, 3.557, -28.597], [12.012, 2.311, -27.891], [12.578, 3.701, -29.840], [10.162, 3.779, -28.898], [9.445, 5.495, -29.775], [8.758, 5.089, -28.237], [10.557, 6.583, -27.369], [11.276, 6.467, -28.944], [22.025, 15.161, -17.672], [22.119, 13.866, -16.867], [22.724, 13.012, -17.805], [22.519, 13.372, -19.422], [21.231, 12.977, -19.990], [23.763, 12.918, -20.098], [22.512, 14.978, -18.954], [22.614, 15.976, -17.251], [20.972, 15.433, -17.739], [21.153, 13.389, -16.695], [22.751, 13.799, -15.982], [15.831, 11.426, -12.695], [15.633, 12.929, -12.814], [16.062, 13.344, -14.092], [15.643, 12.172, -15.160], [16.678, 12.004, -16.203], [14.226, 12.044, -15.374], [15.752, 10.962, -14.059], [15.153, 10.856, -12.059], [16.850, 11.339, -12.318], [16.095, 13.569, -12.062], [14.572, 13.133, -12.668]],
  "forces_ev_per_angstrom": [[-0.41, -0.02, -2.01], [-1.30, 2.74, 1.94], [3.12, -3.24, 1.40], [-1.54, -0.25, 0.07], [1.25, -0.04, -2.54], [-2.36, 2.13, -1.45], [1.28, -0.35, 2.71], [0.28, 0.28, 0.01], [-0.24, -1.04, 0.36], [-0.21, -0.04, 0.12], [0.25, 0.34, -0.06], [0.15, -0.54, 0.26], [-0.35, -0.22, -0.13], [0.38, 0.02, -0.11], [-0.29, 0.23, -0.54], [0.22, -0.97, 0.39], [0.38, 0.47, -0.86], [-0.58, -1.26, 0.51], [2.44, -0.02, 1.18], [-1.46, 1.18, -0.92], [-2.01, -0.23, -0.21], [1.10, 0.17, 0.26], [-0.50, 0.24, 0.28], [-0.12, -0.40, -0.19], [0.50, -0.15, -0.32], [-0.10, 0.18, 0.83], [-0.19, -0.17, -0.36], [-0.38, -0.56, 0.17], [-0.07, 0.91, -0.89], [0.77, 0.60, 0.11], [0.20, 0.60, -0.03], [-0.43, 1.20, -2.32], [0.61, -0.06, -2.69], [-2.51, -0.38, 4.58], [2.73, -0.24, -0.92], [-0.30, -0.14, -0.54], [-0.33, -0.14, 1.98], [-0.36, 0.43, 0.55], [0.15, -0.61, 0.17], [-0.32, -0.77, -0.34], [0.61, -0.58, 0.70], [0.22, 0.21, 0.48], [-0.16, 0.82, -0.55], [-0.34, -0.90, -0.91], [0.24, 0.55, -0.18], [-0.73, 1.27, -0.55], [-0.59, -1.64, 1.41], [-0.89, -0.03, 0.74], [3.94, -0.70, -0.53], [-2.25, 1.12, -0.62], [-0.13, 0.92, -1.13], [0.44, -0.51, -0.02], [-0.07, -0.46, -0.32], [1.06, -0.45, 0.04], [0.00, 0.45, 0.56], [-0.07, 0.47, -0.78], [0.00, 0.27, -0.18], [-0.05, -0.28, 0.59], [-0.47, -0.23, 0.55], [-0.19, -0.21, 0.23], [0.74, -0.91, -0.86], [-0.78, -0.10, -0.24], [0.65, -1.22, 0.33], [-1.43, -1.04, 0.55], [0.61, 2.54, 0.46], [1.64, 0.27, -0.55], [-1.26, 0.34, -0.10], [-0.11, -0.04, -0.15], [0.59, 0.00, 0.11], [-0.10, 0.73, -0.29], [-0.23, 0.00, 0.14], [-0.34, -0.09, 0.22], [-0.37, 0.42, 0.44], [-0.39, -0.18, 0.21], [0.75, -0.72, -0.25], [-1.25, -0.38, 0.28], [0.74, 1.53, 0.48], [-1.18, 0.26, -2.01], [1.32, -0.71, 2.26], [0.33, 0.32, 0.13], [-0.43, -0.98, -0.64], [-0.38, -0.30, 0.90], [0.26, 0.02, -0.25], [-0.16, 0.02, 0.17], [0.11, -0.01, 0.05], [-0.10, -0.33, -0.88], [0.39, -0.37, 0.20], [0.38, 0.05, -1.03], [0.23, 0.72, 0.38], [-0.26, 0.17, -0.04], [-0.58, 0.81, 0.56], [-0.09, -2.45, 0.25], [0.07, 1.52, -0.59], [-1.06, 1.09, -0.34], [1.37, 1.19, -0.46], [-0.56, -2.43, 0.08], [-0.11, 0.33, 0.24], [0.58, -0.23, -0.45], [0.20, -0.31, 0.33], [-0.46, 0.10, 0.27], [0.30, 0.94, -0.21], [-0.43, -0.08, -0.44], [0.17, 0.14, 0.40], [0.08, 0.10, -0.01], [0.50, -0.73, 0.36], [-1.04, -1.23, 0.16], [-0.13, 1.83, -0.25], [-1.63, -0.44, -0.34], [-0.29, 0.93, -2.36], [1.80, 0.20, 2.63], [0.28, -0.05, -0.07], [-1.60, -0.66, 0.70], [0.43, -0.11, -0.10], [-0.43, -0.23, 0.45], [0.81, -0.21, 0.42], [-0.21, -0.37, -0.23], [0.49, -0.14, -0.02], [0.50, 0.32, -0.11], [0.55, -0.24, -0.30], [0.49, 0.40, -0.57], [0.57, 1.39, 0.63], [-1.21, -0.66, -0.15], [-2.22, -0.13, 1.59], [2.74, 0.88, 0.85], [2.76, 0.93, 1.74], [-0.77, -1.46, -4.70], [-1.75, -0.16, 0.02], [0.10, -0.22, 0.70], [-0.95, 0.05, 0.00], [0.07, 0.06, -0.38], [0.64, -0.71, -0.30], [1.06, -0.80, -0.79], [-0.78, -0.10, 0.51], [-1.16, 0.06, 0.56], [0.23, -0.32, 1.82], [2.04, 2.06, -0.81], [0.98, -1.70, -1.54], [-2.10, 0.15, -0.65], [-0.08, 0.00, 0.43], [0.38, 0.35, 0.23], [-0.20, -0.03, 0.15], [-0.34, 0.31, 0.11], [-0.99, -1.39, 3.00], [1.31, -0.56, 0.08], [1.40, 0.67, -1.19], [-2.84, -1.62, -1.36], [0.64, -2.33, 0.44], [1.14, 2.66, 3.01], [-0.39, 2.62, -3.25], [0.22, -0.13, 0.08], [-0.15, -0.34, 0.16], [0.21, 0.51, -0.44], [-0.55, -0.07, -0.53], [-0.11, -0.12, 0.66], [-2.60, -1.57, 0.55], [3.38, 0.91, -0.87], [0.54, 2.93, -1.22], [-2.38, 0.60, 1.76], [-0.19, -3.52, -0.02], [1.38, 1.04, -0.41], [0.22, 0.00, -0.14], [-0.27, -0.38, 0.26], [0.11, -0.20, -0.19], [-0.06, 0.32, -0.38], [-0.37, -0.18, 0.10], [0.57, 0.91, -0.48], [0.42, -1.66, -1.08], [-1.55, 0.44, -1.10], [-0.51, 2.29, -0.20], [-1.34, 0.64, 2.32], [1.84, -1.79, -0.17], [0.27, 0.03, -0.10], [0.19, -0.14, 0.36], [-0.03, -0.49, 0.25], [0.52, -0.05, 0.11], [-1.03, 1.19, 1.47], [-0.31, -1.02, -1.14], [0.86, -2.32, -2.34], [1.40, -0.64, 0.96], [2.28, 0.98, 1.40], [-3.45, 1.85, 1.88], [0.73, -1.51, -2.90], [-0.16, -0.03, 0.10], [0.02, 0.33, 0.09], [-0.25, 0.62, 0.55], [-0.10, 0.54, -0.08], [1.59, 0.53, -0.71], [-2.14, 0.53, 1.41], [0.00, -0.67, -1.75], [0.91, -2.81, 0.34], [-2.83, 1.11, 2.70], [0.97, 1.85, -1.21], [1.23, 0.08, 0.28], [-0.19, 0.38, -0.24], [0.14, -0.81, -0.14], [0.60, -0.38, -0.19], [-0.27, 0.21, -0.49]],
  "spin_multiplicity": 1,
  "e_above_lowest_kcal_mol": 198.3,
  "homo_energy_ev": -10.456,
  "e_lumo_ev": -0.043,
  "energy_ha": -8507.26570
}